Record 1
The following is a DFT calculation (the ωB97M-V functional and the def2-TZVPD basis) of a molecular structure, C7H11Cl2EuNO5.

Last column: Mulliken spin population.
Element x y z (Å)
Eu -0.195 -0.047 -0.064  6.0669
O 2.155 0.336 -0.831  -0.0027
C 2.263 0.582 -2.250  -0.0003
C 1.656 -0.574 -3.044  -0.0001
N 0.263 -0.815 -2.659  -0.0073
C -0.741 0.114 -3.211  -0.0011
C -1.173 0.836 -1.933  -0.0075
O -2.095 0.357 -1.244  -0.0085
O -0.332 1.617 -1.380  -0.0186
C -0.139 -2.208 -2.380  -0.0043
C -0.181 -2.188 -0.847  -0.0047
O 0.906 -1.914 -0.248  -0.0074
O -1.267 -1.986 -0.260  0.0001
H 2.723 -0.418 -0.637  0.0001
H 3.308 0.725 -2.527  -0.0002
H 1.717 1.502 -2.427  -0.0005
H 2.227 -1.480 -2.838  -0.0005
H 1.740 -0.352 -4.112  -0.0004
H -1.579 -0.417 -3.657  0.0001
H -0.289 0.790 -3.933  -0.0004
H 0.583 -2.923 -2.767  -0.0002
H -1.130 -2.421 -2.773  -0.0002
Cl 0.766 1.671 1.800  -0.0020
C -0.773 1.695 2.697  0.0026
Cl -1.756 0.332 2.110  -0.0022
H -1.287 2.624 2.481  -0.0004
H -0.569 1.569 3.753  0.0000

As for the spin multiplicity: 7. For the relative energy (zero: lowest compared OMol25 entry of this formula, charge and spin), the calculation gives 3.2 kcal/mol. The calculation puts the highest occupied orbital energy (spin up / spin down) at -0.4869 / -0.4872 Ha. The value obtained for the LUMO energy (spin up / spin down) is -4.320 / -3.128 eV. The value obtained for the total energy is -63533.28228 eV. The HOMO-LUMO gap (spin up / spin down) is 8.9 / 10.1 eV. The charge is +1.


Record 2
The following is a DFT calculation (the ωB97M-V functional and the def2-TZVPD basis) of a single C4H6O2 molecule.

Last column: Mulliken charge in e.
Element x y z (Å)
C 1.262 0.537 -0.931  -1.0313
C 0.940 -0.350 0.247  0.4351
O 1.725 -1.154 0.693  -0.5146
C -0.413 -0.182 0.922  0.0442
C -1.685 -0.186 0.198  -0.2983
O -1.238 -1.331 0.909  -0.3967
H 1.263 1.589 -0.619  0.3062
H 2.244 0.272 -1.327  0.2994
H 0.508 0.438 -1.719  0.3305
H -0.360 0.330 1.886  0.3396
H -1.697 -0.286 -0.887  0.2310
H -2.548 0.323 0.627  0.2549

For the relative energy (zero: lowest compared OMol25 entry of this formula, charge and spin), the calculation gives 44.4 kcal/mol. The calculation puts the highest occupied orbital energy at -0.3616 Ha. The value obtained for the LUMO energy is 0.860 eV. The value obtained for the total energy is -8338.53669 eV. The HOMO-LUMO gap is 10.7 eV. The charge is 0.


Record 3
The following is a DFT calculation (the ωB97M-V functional and the def2-TZVPD basis) of 10 unconnected molecules or ions with the total composition C48H89BF4N10O8.

Last column: Mulliken spin population.
Element x y z (Å)
C -6.450 -0.194 -2.206  -0.0030
C -5.250 0.842 -2.094  0.0009
C -5.133 1.544 -3.443  0.0042
C -4.364 2.790 -3.569  -0.0012
C -4.990 3.811 -2.589  0.0002
C -5.146 3.285 -1.135  -0.0015
N -5.642 1.846 -1.035  0.0357
O -5.957 1.353 0.208  -0.0224
C -6.168 4.176 -0.415  0.0009
C -3.729 3.379 -0.483  0.0018
C -3.894 0.191 -1.648  0.0062
H -7.368 0.306 -2.514  0.0000
H -6.690 -0.762 -1.307  -0.0004
H -6.427 -0.843 -3.081  -0.0005
H -6.081 1.743 -3.942  0.0000
H -4.635 0.931 -4.194  -0.0024
H -4.411 3.172 -4.589  0.0000
H -3.334 2.652 -3.239  -0.0001
H -5.853 4.308 -3.031  0.0001
H -4.373 4.709 -2.572  -0.0002
H -5.714 5.166 -0.364  -0.0001
H -6.508 3.665 0.486  0.0001
H -7.091 4.192 -0.996  -0.0003
H -3.672 2.680 0.351  0.0006
H -3.533 4.381 -0.101  -0.0002
H -2.918 3.090 -1.151  -0.0003
H -3.739 -0.032 -0.593  -0.0111
H -3.021 0.794 -1.901  0.0026
H -3.803 -0.653 -2.332  0.0111
C 3.796 -5.581 0.849  0.0203
C 4.919 -4.613 1.190  -0.0178
C 5.928 -4.696 0.049  0.0208
C 5.533 -4.168 -1.351  -0.0058
C 4.402 -3.113 -1.183  0.0269
C 4.399 -2.253 0.080  -0.0548
N 4.400 -3.188 1.270  0.5024
O 3.565 -2.914 2.358  0.4685
C 3.072 -1.304 0.071  0.0209
C 5.617 -1.220 0.123  0.0243
C 5.584 -4.871 2.573  0.0141
H 4.117 -6.622 0.829  -0.0018
H 3.426 -5.371 -0.154  -0.0038
H 2.891 -5.537 1.455  -0.0025
H 6.168 -5.738 -0.161  -0.0011
H 6.850 -4.225 0.389  0.0035
H 5.117 -4.891 -2.054  0.0000
H 6.460 -3.762 -1.755  -0.0001
H 3.394 -3.513 -1.291  -0.0127
H 4.520 -2.434 -2.027  0.0047
H 2.176 -1.817 -0.277  -0.0023
H 3.253 -0.621 -0.758  -0.0070
H 2.924 -0.736 0.990  0.0083
H 6.591 -1.687 0.265  -0.0011
H 5.461 -0.435 0.863  -0.0013
H 5.748 -0.691 -0.822  -0.0011
H 4.891 -5.151 3.366  -0.0026
H 6.165 -3.994 2.856  -0.0054
H 6.333 -5.660 2.488  -0.0005
C 5.696 1.439 7.404  0.0000
C 4.332 2.182 7.615  0.0000
N 3.236 1.557 6.948  0.0000
C 2.098 1.067 7.567  0.0000
C 1.291 0.562 6.579  -0.0001
N 1.958 0.695 5.384  0.0003
C 3.188 1.263 5.609  0.0000
C 1.390 0.232 4.159  -0.0059
H 6.602 1.911 7.783  0.0000
H 5.772 1.284 6.328  0.0000
H 5.631 0.449 7.855  0.0000
H 4.357 3.203 7.234  0.0000
H 4.212 2.345 8.686  0.0000
H 1.845 1.112 8.616  0.0000
H 0.323 0.083 6.604  0.0000
H 3.934 1.504 4.865  -0.0002
H 1.981 -0.527 3.647  0.0083
H 1.427 0.956 3.345  -0.0006
H 0.379 -0.123 4.359  -0.0001
C -4.610 -4.719 -1.505  -0.0003
C -4.170 -3.241 -1.416  -0.0113
N -4.009 -2.783 -0.018  -0.0015
C -5.075 -2.709 0.893  -0.0002
C -4.586 -2.332 2.121  -0.0002
N -3.246 -2.060 1.959  -0.0004
C -2.830 -2.459 0.726  0.0002
C -2.305 -1.733 3.077  -0.0003
H -5.310 -4.956 -0.704  -0.0002
H -3.690 -5.302 -1.460  0.0006
H -5.131 -5.018 -2.414  0.0000
H -4.940 -2.582 -1.816  0.0026
H -3.223 -3.005 -1.902  0.0062
H -6.046 -3.010 0.530  -0.0001
H -5.172 -2.259 3.025  -0.0001
H -1.811 -2.540 0.376  0.0048
H -2.090 -0.684 2.872  0.0000
H -1.380 -2.276 2.885  0.0006
H -2.702 -1.792 4.091  0.0000
C 0.652 4.305 7.561  0.0000
C -0.635 4.636 6.744  0.0000
N -0.567 4.127 5.408  0.0000
C -0.862 2.821 5.038  -0.0001
C -0.766 2.662 3.662  -0.0001
N -0.725 3.960 3.196  0.0000
C -0.377 4.796 4.222  0.0000
C -0.839 4.264 1.798  -0.0006
H 0.886 4.962 8.399  0.0000
H 1.520 4.356 6.904  0.0000
H 0.478 3.274 7.868  0.0000
H -0.616 5.721 6.648  0.0000
H -1.602 4.432 7.205  0.0000
H -1.152 2.059 5.747  0.0000
H -0.840 1.893 2.908  0.0001
H -0.295 5.857 4.037  0.0000
H -1.884 4.372 1.509  0.0003
H -0.387 3.557 1.101  0.0000
H -0.481 5.264 1.552  0.0001
C 3.665 3.034 -7.501  0.0000
C 2.658 3.536 -6.527  0.0000
N 1.401 2.723 -6.726  0.0000
C 0.413 2.785 -7.695  0.0000
C -0.572 1.843 -7.489  -0.0001
N -0.180 1.166 -6.333  -0.0002
C 1.006 1.640 -5.917  -0.0001
C -0.951 0.213 -5.668  -0.0021
H 3.424 3.452 -8.479  0.0000
H 3.602 1.952 -7.619  0.0000
H 4.680 3.300 -7.206  0.0000
H 2.566 4.621 -6.497  0.0000
H 3.042 3.197 -5.564  0.0000
H 0.511 3.554 -8.446  0.0000
H -1.469 1.641 -8.057  0.0000
H 1.418 1.425 -4.942  0.0000
H -0.673 -0.775 -6.035  0.0002
H -2.033 0.202 -5.796  0.0005
H -0.667 0.168 -4.616  0.0012
C 0.901 -4.080 -0.566  -0.0034
C 0.016 -5.188 -0.128  0.0093
O 0.424 -6.285 0.329  -0.0864
O -1.165 -4.920 -0.415  -0.1799
H 0.353 -3.160 -0.364  -0.0034
H 1.103 -4.079 -1.637  0.0025
H 1.827 -4.100 0.010  0.0094
C -0.307 -0.003 -1.046  0.0042
C -0.591 0.430 0.408  -0.0035
O 0.255 0.101 1.304  0.0000
O -1.655 1.028 0.644  0.0000
H -0.984 0.496 -1.740  0.0002
H -0.599 -1.054 -1.035  0.0020
H 0.689 0.151 -1.461  -0.0010
C -1.293 -2.451 -3.737  -0.0100
C -2.319 -2.737 -4.835  -0.0120
O -3.426 -2.279 -4.585  0.1785
O -2.079 -3.327 -5.913  0.0671
H -1.565 -1.821 -2.890  0.0078
H -0.363 -2.002 -4.085  0.0029
H -1.135 -3.414 -3.252  0.0014
B 3.859 0.846 -3.595  -0.0005
F 4.151 2.176 -3.344  0.0000
F 4.872 0.118 -2.913  0.0000
F 2.570 0.506 -3.282  0.0001
F 3.977 0.606 -4.930  0.0000

As for the spin multiplicity: 2. The calculation puts the highest occupied orbital energy (spin up / spin down) at -0.2681 / -0.2806 Ha. The value obtained for the LUMO energy (spin up / spin down) is -5.612 / -5.333 eV. The value obtained for the total energy is -94034.00213 eV. The HOMO-LUMO gap (spin up / spin down) is 1.7 / 2.3 eV. The charge is +1.


Record 4
The following is a DFT calculation (the ωB97M-V functional and the def2-TZVPD basis) of 2 unconnected molecules or ions with the total composition C24H28NO6S.

Last column: Mulliken charge in e.
Element x y z (Å)
C 1.860 4.388 2.262  -1.2031
C 2.461 3.037 2.005  -0.2690
O 1.840 2.512 0.806  -0.2313
C 2.229 1.235 0.532  0.2826
C 1.850 0.857 -0.839  0.9560
C 2.713 -0.182 -1.432  0.5005
O 3.464 -0.916 -0.803  -0.7230
C 2.654 -0.307 -2.971  -0.6021
C 2.358 1.008 -3.692  -0.6575
C 1.128 1.724 -3.149  -0.6597
C 1.286 1.961 -1.642  -1.1699
O 2.770 0.537 1.386  -0.7131
H 2.287 4.804 3.176  0.3875
H 2.080 5.064 1.434  0.3684
H 0.776 4.327 2.389  0.1359
H 3.543 3.100 1.811  0.4464
H 2.285 2.359 2.852  0.2682
H 3.605 -0.739 -3.322  0.3210
H 1.871 -1.051 -3.176  0.0621
H 3.230 1.664 -3.561  0.3036
H 2.242 0.809 -4.762  0.3478
H 1.023 2.712 -3.612  0.3133
H 0.210 1.173 -3.380  0.3226
H 0.325 2.261 -1.198  0.1233
H 1.943 2.845 -1.559  0.2731
C -3.236 4.250 2.934  -0.9087
O -2.001 3.615 3.336  -0.4055
C -1.691 2.399 2.809  0.5384
C -0.457 1.853 3.216  -0.4351
C 0.092 0.815 2.495  -0.2670
C -0.596 0.286 1.385  0.6778
C -0.018 -0.713 0.487  -0.8815
N -0.824 -1.533 -0.133  -0.2600
S -0.602 -3.194 -0.204  1.4451
C -2.021 -3.690 -1.187  -0.1026
C -3.063 -4.440 -0.623  -0.3810
C -4.098 -4.904 -1.434  -0.5575
C -4.106 -4.652 -2.811  0.9612
C -5.203 -5.193 -3.687  -1.3439
C -3.061 -3.893 -3.353  -0.7742
C -2.020 -3.423 -2.558  -0.3962
O 0.566 -3.459 -1.000  -0.6567
O -0.756 -3.784 1.098  -0.7484
C -1.924 0.664 1.153  -0.9509
C -2.500 1.706 1.875  -0.6375
H -3.205 5.212 3.445  0.2427
H -3.269 4.389 1.844  0.3790
H -4.109 3.667 3.263  0.3310
H 0.070 2.328 4.038  0.4992
H 1.050 0.403 2.792  0.6167
H 1.080 -0.794 0.415  0.5690
H -3.048 -4.658 0.442  0.4365
H -4.911 -5.487 -0.995  0.3434
H -5.031 -4.902 -4.728  0.3202
H -5.255 -6.288 -3.644  0.3173
H -6.187 -4.813 -3.384  0.3130
H -3.058 -3.685 -4.428  0.2333
H -1.198 -2.862 -3.000  0.4513
H -2.466 0.155 0.358  0.4530
H -3.523 2.013 1.690  0.3947

The calculation puts the highest occupied orbital energy at -0.1310 Ha. The value obtained for the LUMO energy is 2.535 eV. The value obtained for the total energy is -49952.17369 eV. The HOMO-LUMO gap is 6.1 eV. The charge is -1.